1.
18
Properties=species:S:1:pos:R:3:forces:R:3:lowdin_charge:R:1 method="wB97M-V/def2-TZVPD" total_charge=+1 largest_force_ev_per_a=4.29 e_above_lowest_ev=9.420
C 0.6659 0.9575 0.9153 1.272 -0.092 -0.940 -0.07
C -0.7863 0.4169 -0.9880 1.512 0.609 -1.470 -0.05
C -1.9525 -0.3174 -0.4276 -1.838 -0.439 -2.644 -0.11
C 1.5783 -0.5583 -0.8600 3.906 1.547 0.854 0.02
N -0.2345 -0.5005 2.5180 0.135 -0.386 -2.510 0.22
N -0.1511 -1.2773 0.5224 0.483 -0.477 2.997 0.09
N 0.3585 -0.0783 -0.0885 0.077 -0.253 -1.261 -0.26
N 0.3763 0.5506 2.1715 -0.438 0.416 -2.335 -0.10
O -1.3014 -1.5309 -0.0602 -0.775 -0.380 0.828 -0.03
H 1.3731 1.7040 0.4322 -1.001 -0.668 1.900 0.17
H -0.5650 0.0758 -2.0108 -0.008 0.274 0.352 0.14
H -0.6995 1.5061 -0.8983 -0.706 -0.355 -0.263 0.14
H -2.3305 0.2424 0.3832 -0.798 0.034 1.367 0.11
H -2.8267 -0.5994 -1.2111 2.271 0.777 1.912 0.21
H 2.2655 -1.1718 -0.1942 -1.351 0.733 -0.490 0.14
H 1.5260 -1.0547 -1.8011 -1.649 -0.847 -0.409 0.09
H 2.2727 0.2953 -1.2078 -1.436 -0.541 1.045 0.13
H 0.4311 1.3400 2.8052 0.345 0.047 1.067 0.18

***

2.
38
Properties=species:S:1:pos:R:3:forces:R:3:lowdin_charge:R:1 method="wB97M-V/def2-TZVPD" total_charge=+3 largest_force_ev_per_a=0.70 e_above_lowest_ev=0.000
W -0.3178 -0.1050 -0.2435 0.359 -0.571 -0.193 1.90
N 1.9169 0.0776 -0.1209 -0.269 0.099 0.107 -0.01
C 2.4163 0.6496 1.1697 -0.038 -0.035 -0.180 -0.05
C 1.4430 0.2283 2.2411 -0.210 -0.118 0.100 -0.41
O 1.6288 0.1016 3.3969 0.066 0.023 -0.020 0.25
N 0.1463 -0.0859 1.6429 -0.009 -0.021 0.000 -0.10
C -0.6827 -1.1200 2.3725 0.165 0.125 0.052 0.02
C -1.2439 -1.6531 1.0613 -0.344 -0.043 -0.059 -0.47
O -2.1705 -0.9759 0.5352 0.058 -0.065 0.254 0.02
O -0.3877 -2.0990 0.1703 0.083 0.504 -0.144 -0.02
H 2.2142 -0.9040 -0.1740 0.050 -0.008 -0.037 0.16
H 2.3656 0.5221 -0.9196 0.039 0.075 0.032 0.11
H 2.4668 1.7355 1.0833 0.016 0.022 0.061 0.15
H 3.4079 0.2709 1.4159 0.016 0.012 -0.003 0.17
H -1.4634 -0.6908 2.9961 -0.019 0.032 -0.026 0.16
H -0.0370 -1.7834 2.9457 0.043 -0.034 -0.070 0.16
Br -0.7065 5.3883 0.7944 0.054 0.096 0.029 0.95
C -1.6258 3.8621 0.2824 0.091 -0.052 0.019 -0.65
C -2.9792 3.8942 -0.0620 -0.072 -0.035 -0.033 0.01
C -3.6223 2.7200 -0.4263 -0.024 -0.006 -0.008 0.04
C -2.9264 1.5292 -0.4437 0.033 0.196 0.029 -0.05
N -1.6219 1.5097 -0.0958 0.028 -0.213 -0.104 -0.12
C -0.9765 2.6436 0.2641 -0.170 0.061 -0.033 -0.14
H -3.5195 4.8331 -0.0375 -0.001 0.002 0.000 0.15
H -4.6696 2.7203 -0.6977 -0.001 0.012 0.004 0.15
H -3.3944 0.5974 -0.7194 0.002 -0.032 0.002 0.13
H 0.0627 2.5705 0.5701 0.021 0.000 0.014 0.11
C -0.1978 -0.1141 -4.7999 0.045 0.044 0.082 0.06
C 0.7831 0.8053 -4.3634 -0.035 -0.033 -0.061 0.03
C 0.9916 1.0231 -3.0234 -0.002 0.011 0.113 -0.03
C 0.1779 0.3403 -2.1065 0.001 -0.211 0.077 -0.29
C -0.8127 -0.5781 -2.5398 -0.069 -0.017 -0.033 -0.11
C -0.9928 -0.8085 -3.9015 0.051 0.054 -0.066 0.02
H -0.3330 -0.2910 -5.8605 0.043 0.039 -0.012 0.15
H 1.3789 1.3471 -5.0874 -0.031 -0.036 -0.049 0.15
H 1.7299 1.7467 -2.6961 0.004 0.005 -0.023 0.13
H -1.4553 -1.2074 -1.8984 0.039 0.123 0.150 0.12
H -1.7244 -1.5261 -4.2471 -0.012 -0.004 0.031 0.15

***

3.
26
Properties=species:S:1:pos:R:3:forces:R:3:lowdin_charge:R:1 method="wB97M-V/def2-TZVPD" total_charge=0 largest_force_ev_per_a=4.41 e_above_lowest_ev=3.473
C 0.7597 -0.1818 1.2581 1.461 0.198 1.190 -0.12
C -1.1863 0.5315 -0.4070 -0.316 -0.567 2.672 -0.22
C -0.5008 -0.6400 0.4373 -0.462 -0.517 1.199 -0.26
C 0.9506 -0.3765 -1.1841 -1.242 0.578 1.572 -0.25
C -0.1376 0.7743 -1.4899 2.053 -1.428 2.343 -0.25
C 1.6135 0.2434 0.0273 -1.279 1.526 1.347 -0.25
C -2.5750 0.1721 -0.9488 2.577 1.516 -3.230 -0.04
C 4.9696 0.9490 1.1394 1.297 -2.135 1.961 -0.59
N 0.1047 -1.4421 -0.6425 -0.379 0.218 -0.566 0.03
O 2.7454 2.5785 -0.5437 0.926 0.855 -0.261 -0.27
O 0.7099 2.6757 0.8391 -0.381 0.525 0.778 -0.25
O 0.5823 1.9834 -1.5234 0.023 0.615 0.460 -0.15
S 1.4843 2.0614 -0.1740 0.452 -2.003 -1.016 0.63
I 4.6708 -0.6260 -0.0629 -0.333 -0.320 -0.837 0.90
H 0.6236 0.7006 2.0090 0.099 -1.641 -1.466 0.13
H 1.2933 -1.0678 1.8948 -1.476 1.802 -1.705 0.16
H -1.3326 1.3714 0.3273 0.431 -0.452 -1.034 0.16
H -1.2114 -1.1411 1.1533 0.514 0.113 -1.179 0.16
H 1.5936 -0.6793 -1.9711 0.408 -0.057 -0.898 0.14
H -0.4530 0.5347 -2.4133 -1.514 -0.111 -3.354 0.12
H -2.5872 -0.6121 -1.6898 0.839 -0.208 -0.777 0.08
H -2.9488 1.0689 -1.4533 -0.092 -0.085 -0.031 0.09
H -3.3301 -0.1922 -0.4079 -2.491 -0.850 3.533 0.03
H 4.8178 1.9484 0.8545 -0.147 0.931 -0.289 -0.06
H 5.5387 0.5134 2.0084 -0.741 1.521 -0.809 -0.03
H 0.6973 -2.2120 -0.3519 -0.228 -0.025 0.400 0.12

***

4.
11
Properties=species:S:1:pos:R:3:forces:R:3:lowdin_charge:R:1 method="wB97M-V/def2-TZVPD" total_charge=0 largest_force_ev_per_a=10.51 e_above_lowest_ev=5.269
C 0.7146 0.3377 0.3388 -3.922 0.203 -0.388 -0.73
C -1.5678 -1.2114 -1.2912 -3.671 -0.196 -1.864 -0.04
H 0.0717 1.9684 1.3397 -0.147 -0.378 -0.942 0.11
H 1.3881 1.2547 2.0163 -1.190 0.126 -3.345 0.19
H 2.4036 -0.1505 0.5508 1.704 0.239 0.628 0.06
H -2.0205 -1.5973 -2.3852 2.227 0.281 3.193 0.13
H -2.4562 -0.9657 -0.5540 1.796 -0.292 -1.372 0.10
N 0.8510 1.3817 1.0425 1.320 6.695 7.987 0.14
N 1.5593 -0.4708 0.1801 4.125 -5.938 -1.988 0.18
N -0.4090 -0.7259 -1.0705 -2.747 -3.144 -5.228 -0.09
O -0.5348 0.1789 -0.1672 0.505 2.405 3.319 -0.04